(1)
A single C11H16N2O4S molecule. Source: the OMol25 dataset; level of theory: ωB97M-V with the def2-TZVPD basis set.

```
! wB97M-V def2-TZVPD RIJCOSX def2/J DEFGRID3
* xyz 0 1
S 0.651 -2.682 -0.741
H -1.478 3.998 1.785
C -1.757 0.512 -0.310
O -0.717 3.726 -0.729
C -0.371 -1.230 1.347
C -1.072 -0.168 1.890
H -2.904 1.810 2.521
H -2.278 1.204 -0.954
H 2.027 3.008 -1.030
C -2.316 1.999 1.622
H -0.563 -4.388 0.152
H -1.109 -3.971 -1.382
C 0.056 2.990 -0.157
H -2.958 2.465 0.875
H 0.644 1.988 1.468
C -1.748 0.727 1.064
N 0.023 2.725 1.166
C -1.062 -0.552 -0.857
O 1.645 1.179 -0.124
C 2.583 0.374 -0.805
H 3.492 0.942 -1.035
O 1.737 -2.971 0.146
H 2.162 -0.029 -1.731
H -0.866 2.868 3.014
H 2.821 -0.454 -0.141
C 1.207 2.288 -0.878
C -0.359 -1.396 -0.023
N -0.323 -4.040 -0.760
O 0.920 -2.354 -2.108
H 0.848 1.975 -1.868
H 0.202 -1.906 1.961
H -1.017 -0.715 -1.922
H -1.069 -0.010 2.959
C -1.154 2.971 1.968
*
```

Structure (SMILES): COCC(=O)NCCc1ccc(S(N)(=O)=O)cc1
Kohn-Sham gap, eV: 10.06
HOMO, eV: -9.69
LUMO energy, Eh: 0.014
Relative energy (zero: lowest compared OMol25 entry of this formula, charge and spin), kJ/mol: 180.4
Calculated total energy, eV: -33671.971

Atomic partial charges in e from the Löwdin method, atoms 1 to 2: atom 1 (S): 0.59, atom 2 (H): 0.12

(2)
A single C11H16N2O5 molecule. Source: the OMol25 dataset; level of theory: ωB97M-V with the def2-TZVPD basis set.

```
! wB97M-V def2-TZVPD RIJCOSX def2/J DEFGRID3
* xyz 0 1
H 1.890 -2.261 -1.409
H 0.828 -0.324 -3.615
C -1.221 0.302 -3.315
C -0.032 -1.685 -2.165
H -2.326 1.372 1.918
C -0.003 0.498 0.944
H -1.631 1.942 3.451
C 1.043 -1.667 -1.071
H -2.098 -0.991 2.722
O 3.506 0.418 0.780
O 0.817 1.684 4.188
H 2.482 -0.005 -1.164
O -1.028 1.521 -3.971
C 2.383 0.585 1.192
H 2.930 1.262 3.020
O 0.583 0.562 -1.764
H -0.538 2.102 -3.376
H -3.081 -0.037 3.838
C -2.084 -0.159 3.424
H -1.399 -0.400 4.233
C -1.635 1.126 2.727
H -1.037 -1.804 -1.729
C 0.878 1.274 3.052
H -1.921 0.415 -2.473
H -0.803 0.258 0.257
N 2.115 1.054 2.451
H 0.681 -2.078 -0.131
H -1.662 -0.375 -4.052
C 1.426 -0.180 -0.914
N 1.254 0.306 0.441
C 0.094 -0.281 -2.794
O 0.232 -2.720 -3.070
H -0.393 -2.681 -3.802
C -0.248 0.966 2.180
*
```

Structure (SMILES): CCc1cn([C@H]2C[C@H](O)[C@@H](CO)O2)c(=O)[nH]c1=O
Kohn-Sham gap, eV: 9.54
HOMO, eV: -9.07
LUMO energy, Eh: 0.017
Relative energy (zero: lowest compared OMol25 entry of this formula, charge and spin), kJ/mol: 7.1
Calculated total energy, eV: -24885.203

Atomic partial charges in e from the Löwdin method, atoms 1 to 2: atom 1 (H): 0.13, atom 2 (H): 0.17

(3)
A molecular structure, C11H16N2S. Source: the OMol25 dataset; level of theory: ωB97M-V with the def2-TZVPD basis set.

```
! wB97M-V def2-TZVPD RIJCOSX def2/J DEFGRID3
* xyz 0 1
S 1.886 2.087 -2.059
H 1.181 -1.329 -2.058
N 2.435 -0.595 -0.686
N 1.177 1.947 -3.617
C -0.144 -1.135 3.856
H -0.455 -1.780 4.609
H 3.076 -0.447 -1.473
H 0.333 -2.841 2.658
H -3.107 1.986 -0.689
H 0.745 -0.577 4.084
C -2.196 2.121 -1.232
C -1.454 2.111 -3.612
C -0.923 2.011 -0.731
H 1.673 -1.096 1.747
C -0.196 1.981 -3.059
H -1.137 -2.182 2.202
C -2.434 2.193 -2.623
H -3.501 2.221 -2.811
C -0.178 -1.926 2.500
H -0.959 -0.261 3.939
H -0.230 -2.468 -0.208
H -0.661 1.829 0.274
H -1.722 2.172 -4.616
C 1.359 -1.122 -1.014
H 1.373 2.583 -4.391
C 0.074 2.085 -1.733
H 0.282 0.035 1.597
C 0.215 -1.339 -0.074
C 0.511 -1.071 1.454
H -0.663 -0.706 -0.297
*
```

Kohn-Sham gap, eV: 8.70
HOMO, eV: -8.18
LUMO energy, Eh: 0.019
Relative energy (zero: lowest compared OMol25 entry of this formula, charge and spin), kJ/mol: 401.3
Calculated total energy, eV: -25478.540

Atomic partial charges in e from the Löwdin method, atoms 1 to 2: atom 1 (S): 0.93, atom 2 (H): 0.10

(4)
A molecular structure, C11H16N3O. Source: the OMol25 dataset; level of theory: ωB97M-V with the def2-TZVPD basis set.

```
! wB97M-V def2-TZVPD RIJCOSX def2/J DEFGRID3
* xyz 1 1
H -1.922 1.500 1.572
H -4.365 1.068 1.524
H -3.752 -1.827 -1.762
C -3.710 0.537 0.762
H 2.745 0.746 -2.018
C 1.771 1.763 0.353
H 1.089 0.192 -1.411
N 0.701 -0.431 0.693
H 4.485 -0.321 0.291
H 1.681 2.033 1.446
H 2.595 -0.877 -1.638
H 3.581 0.634 1.574
N 2.234 0.022 -1.393
H -1.427 -1.219 -1.717
C 3.528 -0.170 0.808
C -4.212 -0.439 -0.067
C 0.332 1.691 -0.029
C -3.411 -0.986 -1.016
H -5.283 -0.401 -0.269
H -0.353 -2.231 0.966
O -0.295 2.659 -0.423
H 3.446 -1.183 1.383
C -2.063 -0.767 -0.906
N -0.169 0.429 0.020
H 0.245 -1.904 -0.670
H 2.264 2.597 -0.193
H 1.380 -2.366 0.815
C -2.373 0.684 0.891
C 0.501 -1.828 0.354
C -1.541 0.097 -0.022
C 2.298 0.296 0.081
*
```

Kohn-Sham gap, eV: 8.86
HOMO, eV: -12.30
LUMO energy, Eh: -0.126
Relative energy (zero: lowest compared OMol25 entry of this formula, charge and spin), kJ/mol: 382.5
Calculated total energy, eV: -18174.012

Atomic partial charges in e from the Löwdin method, atoms 1 to 2: atom 1 (H): 0.16, atom 2 (H): 0.15

(5)
A molecular structure, C11H16N3OReSSb. Source: the OMol25 dataset; level of theory: ωB97M-V with the def2-TZVPD basis set.

```
! wB97M-V def2-TZVPD RIJCOSX def2/J DEFGRID3
* xyz 2 4
H 4.588 3.274 0.176
C 1.769 -3.382 2.028
S 2.889 0.165 -0.557
C -2.435 3.668 -0.154
Re 0.695 -0.003 -0.108
Sb 0.764 -2.688 0.311
C -0.125 2.930 -0.018
H -4.488 4.244 -0.313
O -1.132 0.251 -0.335
C -2.007 1.310 -0.347
H 2.801 -3.039 2.015
H 2.762 -3.324 -1.361
C -1.154 -3.563 0.411
H -1.011 -4.640 0.481
N 2.121 2.716 0.050
H 1.738 -4.470 1.997
H -5.292 1.932 -0.642
H 0.151 3.976 0.077
C 1.726 -3.651 -1.306
H 1.210 -3.413 -2.233
H -3.683 0.036 -0.675
C -1.516 2.610 -0.159
C -3.786 3.424 -0.320
N 4.382 2.318 -0.073
C -4.236 2.121 -0.506
C -3.346 1.052 -0.526
H 5.144 1.712 -0.323
H 1.264 -3.020 2.920
N 0.875 2.093 -0.023
H -1.678 -3.200 1.292
H -1.714 -3.321 -0.488
H 1.688 -4.724 -1.128
C 3.111 1.927 -0.147
H -2.074 4.680 -0.019
*
```

Kohn-Sham gap (spin up / spin down), eV: 5.60 / 6.13
HOMO (spin up / spin down), eV: -15.15 / -15.36
LUMO energy (spin up / spin down), Eh: -0.351 / -0.339
Relative energy (zero: lowest compared OMol25 entry of this formula, charge and spin), kJ/mol: 0.0
Calculated total energy, eV: -37669.553

Atomic partial charges in e from the Löwdin method, atoms 1 to 2: atom 1 (H): 0.14, atom 2 (C): -0.26

(6)
A gas-phase ion, C11H16N4 (charge +2). Source: the OMol25 dataset; level of theory: ωB97M-V with the def2-TZVPD basis set.

```
! wB97M-V def2-TZVPD RIJCOSX def2/J DEFGRID3
* xyz 2 1
H 2.684 1.981 -0.465
H 1.155 -0.869 2.045
N -2.032 -1.334 -0.314
C 0.022 0.150 -0.087
H 2.437 0.136 -1.036
H 1.089 -0.613 -2.006
C -3.198 -1.643 0.001
H 1.735 3.171 0.060
C 1.851 -0.770 -1.281
C 0.392 -2.301 -0.103
N -3.962 -0.649 0.653
C -0.584 2.514 -0.076
H 2.424 -1.901 1.414
C -3.611 0.502 0.437
N 0.945 -0.986 -0.018
H -3.552 -2.721 -0.059
C -2.480 1.120 0.205
C 1.829 2.100 0.138
H 2.175 2.099 1.221
H -0.221 -2.520 0.738
H 2.501 -1.576 -1.482
H 2.514 -0.011 1.190
C 0.464 1.482 -0.055
N -1.896 2.336 0.136
H 1.171 -3.046 0.198
H -2.539 3.094 0.187
H -0.156 -2.470 -1.073
C 1.833 -0.917 1.213
H -0.167 3.562 0.183
H -1.439 0.157 -1.494
C -1.385 -0.077 -0.473
*
```

Structure (SMILES): CC1=C([N+](C)(C)C)[C@H]2N=CN=C=C2[NH+]=C1
Kohn-Sham gap (spin up / spin down), eV: 6.83 / 6.83
HOMO (spin up / spin down), eV: -15.93 / -15.94
LUMO energy (spin up / spin down), Eh: -0.335 / -0.335
Relative energy (zero: lowest compared OMol25 entry of this formula, charge and spin), kJ/mol: 625.9
Calculated total energy, eV: -17603.461

Atomic partial charges in e from the Löwdin method, atoms 1 to 2: atom 1 (H): 0.08, atom 2 (H): 0.11